{"formula": "C3H6S3", "method": "the ωB97M-V functional and the def2-TZVPD basis", "symbols": ["S", "C", "C", "C", "S", "H", "H", "H", "H", "S", "H", "H"], "xyz": [[2.516, -1.842, 0.194], [1.829, -0.338, 0.229], [0.722, -0.065, -0.567], [0.072, 1.062, -0.685], [-1.478, 1.339, -1.448], [2.282, 0.430, 0.706], [0.295, -0.807, -1.227], [0.318, 1.937, -0.138], [-1.802, 0.064, -1.783], [-1.794, -0.354, 2.005], [-1.413, 0.154, 0.868], [-1.546, -1.579, 1.846]], "mulliken_charge": [-0.23, -0.45, 0.08, -0.38, -0.13, 0.37, 0.24, 0.34, 0.16, -0.21, 0.08, 0.14], "lumo_ev": -1.07, "spin_multiplicity": 1, "fmax_ev_per_a": 4.2, "e_homo_ha": -0.3255, "de_lowest_kj_mol": 181.1}

{"formula": "C39H74N2O3", "method": "the ωB97M-V functional and the def2-TZVPD basis", "symbols": ["O", "C", "N", "N", "C", "O", "C", "C", "C", "C", "C", "C", "C", "O", "H", "H", "H", "H", "C", "C", "C", "C", "C", "C", "H", "H", "H", "H", "H", "H", "H", "H", "H", "H", "H", "H", "H", "H", "C", "C", "C", "C", "C", "C", "H", "H", "H", "H", "H", "H", "H", "H", "H", "H", "H", "H", "H", "H", "C", "C", "C", "C", "C", "C", "H", "H", "H", "H", "H", "H", "H", "H", "H", "H", "H", "H", "H", "H", "C", "C", "C", "C", "C", "C", "H", "H", "H", "H", "H", "H", "H", "H", "H", "H", "H", "H", "H", "H", "C", "C", "C", "C", "C", "C", "H", "H", "H", "H", "H", "H", "H", "H", "H", "H", "H", "H", "H", "H"], "xyz": [[4.654, 0.762, 0.974], [3.746, 1.210, 0.242], [2.641, 1.789, -0.209], [2.980, 2.819, -1.142], [2.056, 3.904, -0.609], [2.358, 5.086, -0.294], [0.673, 3.095, -0.527], [-0.586, 3.224, 0.383], [-1.742, 2.155, 0.129], [-1.617, 1.018, -0.985], [-0.331, 0.932, -1.924], [0.777, 1.993, -1.656], [2.198, 2.298, -2.338], [2.555, 2.189, -3.539], [-0.640, 4.051, 1.168], [-2.705, 2.155, 0.758], [-2.475, 0.255, -1.098], [-0.182, 0.142, -2.736], [1.253, 11.416, 3.244], [1.461, 9.918, 3.421], [2.240, 9.283, 2.266], [1.553, 9.371, 0.900], [0.157, 8.747, 0.837], [0.160, 7.252, 1.119], [0.667, 11.640, 2.349], [0.713, 11.826, 4.104], [2.212, 11.936, 3.169], [0.495, 9.424, 3.552], [2.019, 9.751, 4.349], [2.437, 8.234, 2.510], [3.223, 9.763, 2.192], [2.194, 8.880, 0.157], [1.486, 10.419, 0.589], [-0.252, 8.912, -0.165], [-0.522, 9.253, 1.531], [0.791, 6.723, 0.398], [-0.854, 6.851, 1.039], [0.526, 7.029, 2.124], [1.793, -1.424, -4.711], [2.459, -0.428, -5.650], [2.533, -0.927, -7.094], [3.369, -2.195, -7.297], [4.822, -2.092, -6.830], [5.618, -1.038, -7.586], [2.347, -2.365, -4.659], [1.743, -1.012, -3.697], [0.771, -1.642, -5.036], [3.455, -0.179, -5.276], [1.884, 0.504, -5.633], [2.929, -0.123, -7.724], [1.517, -1.120, -7.458], [3.356, -2.452, -8.363], [2.891, -3.036, -6.783], [5.304, -3.065, -6.977], [4.868, -1.889, -5.755], [5.631, -1.258, -8.658], [6.652, -1.020, -7.232], [5.203, -0.038, -7.444], [7.557, 0.837, 2.470], [8.591, 0.686, 1.363], [8.483, -0.651, 0.624], [8.732, -1.889, 1.492], [10.091, -1.923, 2.193], [11.263, -1.950, 1.222], [7.678, 0.074, 3.244], [7.660, 1.815, 2.951], [6.544, 0.764, 2.069], [9.595, 0.819, 1.774], [8.446, 1.495, 0.638], [9.185, -0.645, -0.217], [7.484, -0.733, 0.180], [8.636, -2.780, 0.859], [7.943, -1.974, 2.246], [10.136, -2.821, 2.819], [10.194, -1.073, 2.874], [11.205, -2.827, 0.571], [12.207, -1.997, 1.771], [11.290, -1.055, 0.596], [-3.796, 0.001, 2.275], [-4.537, -0.369, 0.998], [-6.059, -0.334, 1.159], [-6.623, -1.328, 2.179], [-6.279, -2.794, 1.910], [-6.842, -3.306, 0.592], [-4.013, -0.698, 3.086], [-2.715, -0.017, 2.102], [-4.068, 1.008, 2.605], [-4.209, -1.354, 0.653], [-4.255, 0.340, 0.212], [-6.520, -0.511, 0.181], [-6.363, 0.677, 1.455], [-7.714, -1.218, 2.203], [-6.275, -1.062, 3.183], [-6.689, -3.402, 2.724], [-5.195, -2.946, 1.933], [-7.932, -3.214, 0.576], [-6.590, -4.361, 0.458], [-6.437, -2.758, -0.262], [-10.768, -8.982, 1.394], [-10.285, -7.562, 1.654], [-8.919, -7.272, 1.027], [-7.767, -8.126, 1.565], [-7.545, -8.033, 3.076], [-7.172, -6.632, 3.538], [-10.093, -9.725, 1.826], [-11.756, -9.132, 1.842], [-10.853, -9.173, 0.321], [-10.263, -7.371, 2.731], [-11.016, -6.862, 1.234], [-8.686, -6.210, 1.168], [-8.986, -7.422, -0.057], [-6.845, -7.827, 1.052], [-7.931, -9.175, 1.296], [-6.736, -8.718, 3.351], [-8.432, -8.377, 3.617], [-6.254, -6.295, 3.048], [-7.002, -6.624, 4.618], [-7.963, -5.910, 3.322]], "mulliken_charge": [-0.50, 0.61, -0.35, -0.14, 0.31, -0.51, 0.56, -0.56, -0.29, -0.34, -0.42, 0.51, 0.33, -0.50, 0.36, 0.32, 0.26, 0.27, -1.18, -0.36, -0.66, -0.73, -0.51, -0.93, 0.28, 0.37, 0.29, 0.25, 0.36, 0.27, 0.39, 0.35, 0.32, 0.37, 0.27, 0.19, 0.38, 0.29, -1.11, -0.08, -0.88, -0.72, -0.37, -1.19, 0.33, 0.23, 0.28, 0.24, 0.32, 0.32, 0.38, 0.40, 0.30, 0.36, 0.26, 0.30, 0.37, 0.28, -0.87, -0.45, -0.60, -0.68, -0.36, -1.18, 0.30, 0.38, 0.07, 0.29, 0.34, 0.33, 0.28, 0.37, 0.30, 0.35, 0.24, 0.29, 0.37, 0.28, -1.45, 0.24, -1.06, -0.96, -0.01, -1.14, 0.42, 0.38, 0.30, 0.31, 0.10, 0.31, 0.43, 0.43, 0.32, 0.17, 0.26, 0.27, 0.28, 0.36, -1.21, -0.48, -0.24, -0.71, -0.43, -1.12, 0.28, 0.38, 0.30, 0.25, 0.38, -0.04, 0.40, 0.38, 0.33, 0.34, 0.26, 0.28, 0.42, 0.24], "lumo_ev": -1.15, "spin_multiplicity": 1, "fmax_ev_per_a": 8.1, "e_homo_ha": -0.3452}

{"formula": "C5H4LiNaO7", "method": "the ωB97M-V functional and the def2-TZVPD basis", "symbols": ["O", "C", "O", "O", "O", "C", "C", "O", "C", "H", "H", "H", "H", "Na", "Li", "O", "O", "C"], "xyz": [[0.059, 0.184, -1.747], [0.338, 0.841, -0.716], [0.814, 1.998, -0.641], [-0.344, 1.245, 1.786], [-2.170, 1.426, 0.484], [-3.218, 0.472, 0.397], [-2.598, -0.787, 0.989], [-1.204, -0.583, 0.764], [-0.950, 0.811, 0.757], [-4.081, 0.841, 0.962], [-3.505, 0.336, -0.656], [-2.931, -1.710, 0.503], [-2.794, -0.893, 2.065], [-0.104, -2.001, -1.465], [1.189, 2.205, 1.258], [1.839, -1.370, -0.009], [2.638, 0.454, 1.093], [2.155, -0.254, 0.266]], "mulliken_charge": [-0.82, 0.14, -0.80, -1.02, -0.35, -0.34, -0.37, -0.35, 1.12, 0.26, 0.24, 0.25, 0.25, 0.96, 0.88, -0.46, -0.48, 0.87], "lumo_ev": -0.89, "spin_multiplicity": 1, "fmax_ev_per_a": 4.4, "e_homo_ha": -0.2540, "de_lowest_kj_mol": 253.3}

{"formula": "C10H10N2O2S", "method": "the ωB97M-V functional and the def2-TZVPD basis", "symbols": ["C", "C", "C", "C", "N", "O", "N", "C", "O", "C", "C", "C", "C", "C", "S", "H", "H", "H", "H", "H", "H", "H", "H", "H", "H"], "xyz": [[-4.279, -1.059, 0.632], [-2.920, -0.342, 0.244], [-2.214, 0.707, 0.906], [-1.195, 0.848, 0.070], [-1.282, -0.030, -1.142], [-2.487, -0.696, -0.847], [-0.355, 1.663, 0.553], [0.931, 2.032, -0.337], [1.575, 2.970, 0.050], [1.413, 0.964, -1.274], [1.480, -0.149, -0.646], [1.053, -1.451, -1.281], [1.494, -2.820, -0.450], [2.108, -2.165, 0.845], [2.291, -0.562, 0.756], [2.362, -2.892, 1.746], [1.282, -3.823, -0.525], [0.619, -1.699, -2.043], [0.722, 1.062, -2.113], [2.290, 1.409, -1.569], [-0.510, 2.410, 1.069], [-2.720, 1.156, 2.033], [-4.126, -2.003, 0.754], [-4.851, -0.604, 1.618], [-5.022, -0.800, -0.531]], "mulliken_charge": [-1.04, 0.52, -0.31, 0.42, -0.35, -0.20, -0.16, 0.31, -0.57, -0.64, 0.34, -0.94, -0.65, -0.09, -0.17, 0.31, 0.44, 0.79, 0.38, 0.38, 0.26, 0.13, 0.35, 0.25, 0.23], "lumo_ev": 0.68, "spin_multiplicity": 1, "fmax_ev_per_a": 16.0, "e_homo_ha": -0.2992, "de_lowest_kj_mol": 1057.7}

{"formula": "C4H13N3", "method": "the ωB97M-V functional and the def2-TZVPD basis", "symbols": ["C", "C", "N", "N", "N", "C", "C", "H", "H", "H", "H", "H", "H", "H", "H", "H", "H", "H", "H", "H"], "xyz": [[2.592, 0.683, -0.079], [1.526, -0.098, 0.609], [0.353, 0.108, -0.296], [0.569, -0.643, -1.372], [-1.120, -0.458, 0.413], [-2.101, -0.496, -0.695], [-1.572, 0.442, 1.372], [2.226, 1.689, -0.137], [3.641, 0.687, 0.273], [2.476, 0.467, -1.110], [1.843, -1.095, 0.792], [1.292, 0.274, 1.552], [0.092, -0.366, -2.207], [0.638, -1.636, -1.326], [-1.737, -0.718, -1.742], [-2.748, -1.310, -0.507], [-2.669, 0.449, -0.763], [-1.169, 0.184, 2.335], [-1.411, 1.483, 1.257], [-2.722, 0.354, 1.632]], "mulliken_charge": [-1.23, -0.32, 0.02, -0.62, -0.14, -0.83, -1.07, 0.35, 0.36, 0.38, 0.36, 0.31, 0.24, 0.19, 0.28, 0.34, 0.29, 0.34, 0.41, 0.35], "lumo_ev": 1.14, "spin_multiplicity": 1, "fmax_ev_per_a": 4.0, "e_homo_ha": -0.2952, "de_lowest_kj_mol": 397.6}

{"formula": "C10H8", "method": "the ωB97M-V functional and the def2-TZVPD basis", "symbols": ["C", "C", "C", "C", "C", "C", "C", "C", "C", "C", "H", "H", "H", "H", "H", "H", "H", "H"], "xyz": [[2.598, 0.582, -0.010], [2.646, -0.819, 0.102], [1.323, 1.143, -0.057], [0.168, -1.008, -0.068], [0.152, 0.410, 0.013], [1.441, -1.458, 0.096], [-1.030, -1.761, -0.133], [-2.264, -1.058, -0.049], [-1.204, 1.158, -0.019], [-2.333, 0.307, 0.151], [3.298, 1.314, -0.259], [3.536, -1.264, 0.067], [1.335, 2.266, -0.121], [-0.889, -2.733, 0.133], [-3.251, -1.489, 0.020], [-1.042, 1.929, 0.751], [-1.334, 1.623, -1.128], [-3.151, 0.859, 0.510]], "mulliken_charge": [-0.50, -0.83, -0.41, 1.21, 0.29, -0.45, -1.06, -0.17, -0.30, -0.76, 0.39, 0.52, 0.26, 0.44, 0.37, 0.35, 0.23, 0.41], "lumo_ev": [-0.63, -0.13], "spin_multiplicity": 1, "fmax_ev_per_a": 4.0, "e_homo_ha": [-0.3166, -0.2559], "de_lowest_kj_mol": 285.6}